# 1
Molecular formula: C36H46BrN10O2PtS
Method: DFT, ωB97M-V with the def2-TZVPD basis set

Properties
Lowest unoccupied orbital energy (spin up / spin down)   -2.44 / -2.44 eV
Net charge   +1
Electronic energy   -5188.824265 Eh
Spin multiplicity   1
ΔE to the lowest compared entry with this formula, charge and spin   90.4 kJ/mol
HOMO (spin up / spin down)   -9.7 / -9.7 eV

Geometry (Å):
1 H -2.69 0.63 2.44
2 H -2.81 5.95 -1.88
3 H -0.19 3.85 3.20
4 H 1.17 3.10 -2.40
5 H 4.11 -0.95 -0.35
6 C 4.05 -2.64 2.55
7 N 0.03 0.24 2.39
8 H 0.18 3.09 5.75
9 C -5.79 1.67 -0.90
10 H 2.40 2.28 4.79
11 H 4.52 2.91 1.39
12 C -0.84 -4.29 -1.74
13 N 1.89 0.20 0.28
14 C -0.29 4.43 -0.20
15 H 2.80 2.87 -3.09
16 O 1.16 2.98 0.99
17 H 2.95 -3.47 4.77
18 C 0.70 -3.27 0.24
19 H 5.71 1.41 -0.54
20 H 4.60 -3.39 3.11
21 H -1.54 7.95 -1.19
22 C 2.83 -2.17 3.06
23 H 4.51 1.19 1.84
24 H -1.77 3.84 4.03
25 C 4.51 -2.19 1.35
26 C -0.12 2.08 5.47
27 C 1.14 -2.36 4.79
28 C 2.34 -2.73 4.28
29 C 2.07 -1.17 2.37
30 S -4.40 -1.42 0.30
31 H -0.44 -6.22 -0.91
32 C 2.57 1.08 -0.47
33 C -0.24 1.30 3.14
34 N 0.51 1.67 4.22
35 C -0.02 6.83 -0.17
36 C 4.82 1.91 -0.95
37 H -2.76 -2.70 2.25
38 H 2.14 0.54 4.98
39 C -4.07 -0.14 -0.84
40 C -1.23 3.54 3.13
41 C -0.27 -5.16 -0.83
42 H 1.32 -2.83 1.01
43 H -0.57 -1.05 4.53
44 H 0.76 -2.80 5.70
45 H 2.99 2.15 1.82
46 C 0.53 -4.64 0.18
47 N -2.16 -2.17 1.64
48 C -1.19 6.97 -0.91
49 N 3.70 1.68 -0.05
50 N -1.30 2.11 2.89
51 C 2.60 -0.71 1.11
52 H 0.17 1.39 6.26
53 C -2.73 -1.38 0.71
54 H -1.98 3.69 -1.25
55 Pt -0.08 -0.12 0.15
56 H -5.04 2.43 -0.67
57 N -2.07 -0.50 0.00
58 N 0.14 -2.41 -0.62
59 C 0.42 5.56 0.19
60 H -2.36 1.77 1.10
61 H 5.04 2.98 -1.03
62 C 0.83 -0.76 2.97
63 N -2.84 0.22 -0.88
64 H -5.90 -0.25 -1.91
65 O -0.42 2.09 -0.33
66 H -6.24 1.34 0.04
67 C 3.77 -1.25 0.63
68 H 1.32 5.43 0.79
69 H 1.15 0.87 -3.47
70 C 1.92 1.40 4.35
71 H 2.59 3.41 -1.41
72 C -2.48 1.66 2.18
73 H 4.61 1.51 -1.93
74 H 0.53 7.70 0.13
75 C 0.21 3.06 0.21
76 C 2.19 2.77 -2.19
77 C -5.15 0.50 -1.65
78 H 1.01 -5.27 0.91
79 H -1.27 -1.88 2.01
80 H -1.67 4.05 2.27
81 C -1.45 4.58 -0.95
82 C 3.95 1.98 1.34
83 C -0.59 -2.93 -1.60
84 H 5.44 -2.58 0.93
85 C 1.29 0.49 -2.46
86 C -1.90 5.84 -1.30
87 H -4.69 0.84 -2.58
88 C 0.38 -1.37 4.12
89 H -1.21 2.04 5.37
90 H 0.32 0.41 -1.96
91 H -6.57 2.13 -1.51
92 H -1.44 -4.64 -2.56
93 H 2.35 1.24 3.36
94 H 1.73 -0.51 -2.52
95 N 2.15 1.39 -1.72
96 H -3.32 2.27 2.51
97 Br -1.33 -1.78 -2.90

# 2
Molecular formula: C5H7N2P
Method: DFT, ωB97M-V with the def2-TZVPD basis set

Properties
Lowest unoccupied orbital energy   0.74 eV
SMILES   N#CPCCC=C=N
Electronic energy   -645.478314 Eh
Spin multiplicity   1
ΔE to the lowest compared entry with this formula, charge and spin   227.8 kJ/mol
HOMO   -8.6 eV

Geometry (Å):
1 C -0.17 1.12 -0.76
2 H -1.81 1.54 0.63
3 N 2.95 -0.84 -0.16
4 H 0.64 1.39 1.56
5 H -1.95 0.31 -0.86
6 P 1.35 1.59 0.29
7 C -0.33 -1.55 0.37
8 N 0.24 -2.39 -0.32
9 C 2.34 0.07 0.19
10 C -1.35 0.67 -0.02
11 C -1.15 -0.62 0.78
12 H -0.38 1.89 -1.44
13 H -0.01 0.28 -1.39
14 H -1.61 -1.00 1.66
15 H 1.27 -2.45 -0.53

# 3
Molecular formula: C5H3N3
Method: DFT, ωB97M-V with the def2-TZVPD basis set

Properties
Lowest unoccupied orbital energy   -1.92 eV
SMILES   [H]/N=C1/C=CC(C#N)=N1
Electronic energy   -356.433324 Eh
Spin multiplicity   1
ΔE to the lowest compared entry with this formula, charge and spin   364.2 kJ/mol
HOMO   -10.6 eV

Geometry (Å):
1 H 2.72 -1.70 -0.32
2 C 1.07 1.17 0.02
3 N 2.69 -0.57 -0.02
4 C 1.51 -0.20 -0.03
5 H 1.77 1.93 -0.07
6 N 0.35 -1.00 0.04
7 C -0.31 1.32 0.03
8 H -0.71 2.45 -0.16
9 N -3.26 -0.32 -0.21
10 C -0.62 -0.12 0.02
11 C -2.03 -0.41 0.27

# 4
Molecular formula: C2H4NO2
Method: DFT, ωB97M-V with the def2-TZVPD basis set

Properties
Lowest unoccupied orbital energy (spin up / spin down)   0.81 / -2.47 eV
Electronic energy   -283.758698 Eh
Spin multiplicity   2
ΔE to the lowest compared entry with this formula, charge and spin   79.0 kJ/mol
⟨S²⟩   0.755
HOMO (spin up / spin down)   -10.1 / -10.2 eV

Geometry (Å):
1 H 0.64 1.17 0.03
2 H -0.75 -0.74 1.20
3 C 0.90 -0.67 -0.68
4 H 0.38 -1.58 -1.02
5 N 0.11 0.37 -0.28
6 O -1.74 1.04 1.04
7 H -1.74 -0.45 -0.26
8 C -1.10 0.04 0.51
9 O 2.10 -0.62 -0.73

# 5
Molecular formula: C6H13MgNdO5
Method: DFT, ωB97M-V with the def2-TZVPD basis set

Properties
Lowest unoccupied orbital energy (spin up / spin down)   -13.47 / -13.49 eV
Net charge   +3
Electronic energy   -1373.030260 Eh
Spin multiplicity   5
ΔE to the lowest compared entry with this formula, charge and spin   36.3 kJ/mol
⟨S²⟩   6.003
HOMO (spin up / spin down)   -19.5 / -19.5 eV

Geometry (Å):
1 H -1.44 -2.38 -0.40
2 H 2.14 -1.02 -1.50
3 C -1.57 -1.34 -0.76
4 H -3.43 1.35 1.63
5 O 3.17 0.41 -0.39
6 O -0.38 -0.62 -0.73
7 C -2.62 -0.68 0.12
8 H -3.63 -1.07 -0.07
9 H 0.02 -0.44 1.75
10 C 0.87 0.01 1.23
11 H -1.97 -1.43 -1.79
12 O 1.94 -0.72 1.25
13 H -4.59 1.13 0.27
14 O 0.85 1.21 0.85
15 H -2.38 -0.80 1.19
16 C 3.11 -0.51 -1.50
17 O -2.60 0.73 -0.17
18 H 3.94 -1.22 -1.41
19 Mg -0.73 1.27 -0.73
20 H -3.46 2.53 0.28
21 C 3.21 -0.17 0.87
22 C -3.58 1.48 0.55
23 H 3.23 0.09 -2.41
24 H 3.49 0.59 1.61
25 Nd 2.52 2.60 -0.63
26 H 3.90 -1.02 0.89

# 6
Molecular formula: C4H5AgO2
Method: DFT, ωB97M-V with the def2-TZVPD basis set

Properties
Lowest unoccupied orbital energy (spin up / spin down)   -5.46 / -7.29 eV
Net charge   +1
Electronic energy   -452.425376 Eh
Spin multiplicity   2
ΔE to the lowest compared entry with this formula, charge and spin   68.1 kJ/mol
⟨S²⟩   0.763
HOMO (spin up / spin down)   -13.7 / -13.7 eV

Geometry (Å):
1 C -2.62 0.70 0.64
2 Ag 3.06 -0.69 0.64
3 H -2.78 -1.05 -0.19
4 H -1.86 1.50 0.49
5 H -2.49 -1.11 1.65
6 H -0.10 -1.21 1.61
7 O 1.52 -0.54 -0.39
8 C -2.07 -0.67 0.73
9 H -0.26 -0.02 -1.23
10 O -3.65 0.73 -0.06
11 C -0.58 -0.79 0.71
12 C 0.20 -0.45 -0.33